{"formula": "C4H6N2O", "method": "ωB97M-V/def2-TZVPD", "gap_ev": 9.18, "charge": 0, "e_lumo_ev": 0.9, "mol_weight_g_mol": 98.105, "homo_ev": -8.3, "e_above_lowest_kcal_mol": 139.7, "fmax_ha_per_bohr": 0.0114, "energy_ha": -340.57235, "symbols": ["C", "O", "N", "N", "H", "C", "C", "H", "H", "H", "C", "H", "H"], "positions_angstrom": [[0.851, -0.862, 0.239], [-1.588, -0.133, 1.031], [-0.558, 0.959, 1.428], [2.364, 0.916, -0.294], [3.230, 1.100, -0.798], [-2.288, 0.274, -0.161], [2.057, -0.323, -0.370], [2.667, -1.065, -0.904], [0.626, -1.921, 0.248], [-2.725, 1.257, 0.022], [0.021, -0.028, 0.883], [-1.594, 0.304, -1.004], [-3.062, -0.478, -0.321]], "mulliken_charge": [-0.76, -0.12, -0.51, -0.64, 0.23, -0.52, 0.08, 0.36, 0.33, 0.25, 0.74, 0.31, 0.23]}